291
Properties=species:S:1:pos:R:3:forces:R:3 method="wB97M-V/def2-TZVPD" total_charge=-1 homo_lumo_gap_ev=8.23 homo_ev=-6.407
C -0.8709 -0.7832 -2.3592 1.0903 0.2614 0.8765
F -2.1359 -0.8636 -2.0155 -0.4832 0.5264 -0.3439
F -0.5328 -1.9281 -2.9414 0.1920 0.2280 -0.0535
F -0.6006 0.2374 -3.2149 -0.7472 -0.9250 0.9014
S 0.2087 -0.5913 -0.7499 1.5559 -0.0593 0.6349
O 0.3765 -1.9491 -0.1739 -0.7044 2.5567 -1.5074
O 1.4180 0.0421 -1.3132 -2.1112 -0.6113 1.1510
N -0.6671 0.4943 0.3346 1.7764 -1.0288 -3.6080
S -1.0840 -0.3554 1.5460 -1.2366 -3.4252 3.5842
O -2.2190 -1.3075 1.3639 1.6948 1.9629 0.0630
O 0.0318 -0.8916 2.3379 -1.1141 0.7988 -0.6219
C -1.8247 0.9016 2.7789 1.1395 -0.8167 -0.1462
F -1.0281 1.9748 3.0321 -0.4934 -1.0086 0.1264
F -2.9911 1.3319 2.4065 -1.3134 0.9042 -0.7893
F -2.0581 0.1848 3.9076 0.6711 0.5456 -0.3314
C 0.6820 -8.8620 1.3539 0.3716 1.1801 0.5320
O 1.0250 -8.1384 2.6100 -0.7234 -1.9124 -2.3511
C -0.1355 -7.5080 3.1048 0.5581 1.7264 -0.2115
C -0.4995 -6.1512 2.3591 0.4003 -1.3249 0.4330
O -1.0876 -5.3923 3.3451 0.3143 0.8241 1.5796
C -1.1491 -3.9821 3.0899 -2.1648 -0.7609 1.3182
C -1.9014 -3.3217 4.3433 2.9997 0.8405 -1.0062
O -1.0056 -3.1727 5.5140 -1.3337 -2.1930 -0.4567
C -1.1852 -4.2971 6.4286 0.1812 1.4164 -0.3932
H 0.4673 -8.1402 0.5659 -0.4192 0.3026 0.0916
H -0.1803 -9.5155 1.4859 -0.0104 0.0077 0.2180
H 1.4969 -9.4264 0.9004 0.3982 -0.1112 0.8947
H 0.1864 -7.2030 4.1005 -0.3394 0.1832 0.0733
H -1.0128 -8.1454 3.2151 0.0178 -0.3314 -0.2611
H -1.1979 -6.2228 1.5254 -0.0603 -0.4564 -0.3627
H 0.4148 -5.6957 1.9789 0.3369 0.0161 0.0083
H -1.8134 -3.9689 2.2258 -0.0506 1.0734 -0.2636
H -0.1921 -3.5147 2.8578 0.0704 -0.0418 0.2330
H -2.8504 -3.8139 4.5562 0.1324 -0.0708 0.1781
H -2.0079 -2.2743 4.0610 -0.6115 -0.1284 -0.1914
H -1.0427 -5.2598 5.9376 -0.0112 0.0576 0.0067
H -2.1739 -4.2024 6.8777 -0.2974 -0.3264 -0.0811
H -0.4849 -4.1530 7.2514 0.2555 -0.1136 -0.1823
C -7.5828 3.2177 2.4020 0.1046 -1.1728 -0.3416
O -8.4787 2.2177 2.9344 0.0991 0.9078 0.2411
C -8.0120 0.8908 3.1584 0.5707 0.3533 -0.1432
C -6.5887 0.7150 3.7758 -2.1499 0.2238 0.4063
O -6.4919 1.5665 4.9199 0.8252 -0.0216 -1.0353
C -5.2362 1.5422 5.5900 -0.0091 -0.1906 -0.6485
C -5.2226 2.7538 6.4748 0.8994 0.9618 1.8497
O -3.9181 3.3786 6.4707 0.5662 -0.7081 -0.2322
C -3.7369 4.4167 7.3965 -0.6551 0.3831 0.5281
H -8.1117 4.0609 1.9579 -0.5836 -0.2856 0.3132
H -7.0217 2.7906 1.5709 0.3469 -0.1129 -0.0418
H -6.8918 3.6250 3.1402 0.0073 -0.2457 0.2366
H -8.0219 0.3420 2.2167 0.2897 -0.0851 -0.3795
H -8.7827 0.3895 3.7439 0.0717 0.3426 0.3989
H -5.8879 0.8623 2.9540 0.6544 0.3084 0.4980
H -6.5864 -0.3099 4.1468 0.4488 -0.3603 -0.3415
H -4.3263 1.5143 4.9904 -0.1877 0.7786 -1.0175
H -5.0644 0.5817 6.0757 -0.6283 -0.0846 0.8681
H -5.4782 2.4609 7.4932 0.2487 -0.1730 0.4078
H -5.9603 3.5355 6.2936 -0.2691 -0.2091 -0.9416
H -3.8047 4.1111 8.4406 -0.6876 -0.4438 0.1909
H -4.4590 5.2043 7.1812 -0.2396 0.2000 0.3163
H -2.7623 4.9031 7.4388 0.3429 -0.4132 -1.1363
C 1.3660 3.7130 1.6582 1.1314 0.1210 -0.6310
O 2.7315 3.5530 1.1740 -1.5005 0.3141 1.2463
C 2.8097 3.3264 -0.2205 0.0060 0.3648 0.8142
C 4.0002 2.3867 -0.4600 -0.4301 0.1178 0.7376
O 4.8152 2.5008 0.7007 1.1433 -0.4468 -1.1392
C 6.1417 1.9078 0.5512 -4.0846 -0.7286 -1.5687
C 6.6003 1.4929 1.8647 1.0712 1.7341 2.3493
O 6.2557 2.5446 2.8536 1.2134 -2.0562 -1.1671
C 6.7579 2.2292 4.1209 0.7183 1.3023 0.6251
H 0.9682 4.6547 1.2799 -0.5505 -0.1899 -0.8069
H 1.2351 3.8882 2.7261 1.1293 -0.4052 0.2199
H 0.8252 2.7942 1.4316 -0.5005 0.3036 -0.4119
H 2.9870 4.2871 -0.7039 -0.1531 0.1876 -0.3130
H 1.8591 2.8973 -0.5376 0.0795 -0.1477 -0.5503
H 4.5131 2.6272 -1.3912 0.2950 0.2885 -0.0890
H 3.5794 1.3920 -0.6067 0.2719 -0.5363 0.3076
H 6.7069 2.4768 -0.1870 0.6211 0.3666 0.6814
H 5.9580 0.9269 0.1128 0.1836 -0.2922 -0.8452
H 7.6659 1.3583 1.6791 0.8359 0.3631 0.7765
H 6.3175 0.4983 2.2095 -0.9765 0.1646 -0.0642
H 7.8196 1.9861 4.0780 0.2777 -0.4258 -0.0970
H 6.2515 1.5307 4.7870 -0.5562 -0.6059 -0.7277
H 6.7480 3.1589 4.6899 -0.1511 0.2947 0.0098
C 2.4865 6.7892 -7.2366 -0.3051 0.0112 0.2392
O 2.0063 5.5242 -7.6541 0.3947 0.7434 -0.4043
C 2.4575 5.2270 -8.9512 0.3895 -2.3464 0.7519
C 2.0723 3.7346 -9.1888 -0.2093 -1.1910 0.0509
O 0.9162 3.3490 -8.4717 -0.7039 0.4372 -0.5976
C 0.3977 2.0306 -8.5989 -0.0785 0.1375 0.1658
C -1.0836 2.1082 -8.2047 1.2300 0.2582 1.1275
O -1.0517 2.9964 -7.0573 -1.5283 -0.6558 -0.7122
C -2.0029 2.6752 -6.0670 -0.6879 -0.1779 0.7903
H 1.6511 7.4701 -7.3998 0.2600 0.5274 0.4504
H 3.3725 7.1650 -7.7483 0.0017 -0.2203 -0.6727
H 2.8473 6.7306 -6.2097 -0.6743 -0.0079 0.2691
H 3.5441 5.2505 -8.8690 0.3450 -0.0076 -0.5702
H 2.1844 5.8614 -9.7945 -0.6799 0.4105 0.2994
H 2.8345 3.0324 -8.8512 0.7407 0.3516 0.1048
H 1.9332 3.4900 -10.2418 -0.0009 0.3610 -0.4247
H 0.9120 1.3400 -7.9306 0.1697 0.1509 0.4990
H 0.5016 1.5291 -9.5611 0.0830 0.5346 -0.6736
H -1.4496 1.1187 -7.9308 0.1485 -0.2191 0.2927
H -1.7282 2.3973 -9.0348 -0.0449 0.8344 0.0873
H -2.3131 3.5191 -5.4508 0.8084 0.4548 -0.0638
H -1.6518 1.8979 -5.3883 0.3163 -0.1050 0.0653
H -2.9952 2.3404 -6.3693 -0.0049 -0.2976 -1.0082
C -7.6018 -4.3630 -6.5102 -0.3776 0.4104 -0.1602
O -6.5314 -3.9232 -5.7293 -0.2354 -0.1795 0.7433
C -6.2933 -2.5411 -5.5834 1.5135 0.1751 -0.6084
C -4.9436 -2.4583 -4.8482 -0.1432 0.0975 1.0580
O -4.9916 -2.9768 -3.4912 -0.3058 0.8122 -0.4099
C -5.9002 -2.2813 -2.5898 0.9722 -1.0525 1.0319
C -5.3296 -2.3956 -1.0966 -0.8028 -0.8802 -1.7307
O -5.5139 -3.7616 -0.6358 -0.2091 1.2000 -0.4393
C -4.5540 -4.2740 0.2480 1.3657 0.1602 -0.7575
H -7.6437 -3.8154 -7.4518 0.0666 -0.0122 -0.3578
H -8.5756 -4.2317 -6.0384 -0.1358 0.1643 0.3283
H -7.4976 -5.4307 -6.7030 0.2861 0.0906 0.0071
H -7.0276 -1.8494 -5.1703 -0.6799 -0.7623 0.8495
H -6.1757 -2.0953 -6.5710 0.4030 -0.0089 -0.5588
H -4.4875 -1.4685 -4.8276 -0.6721 0.6437 0.0840
H -4.1709 -2.9923 -5.4013 -0.3300 -0.7598 0.1998
H -6.8649 -2.7874 -2.6284 -0.1606 -0.0368 0.0509
H -6.0517 -1.2382 -2.8675 0.2775 0.1329 -0.0426
H -5.8778 -1.7245 -0.4353 -0.0627 0.1706 0.0034
H -4.2892 -2.0779 -1.1658 0.2101 -0.3216 0.3668
H -3.5586 -3.9288 -0.0315 0.2738 0.2090 -0.2502
H -4.5031 -5.3484 0.0714 -0.3816 -0.0877 0.4960
H -4.6033 -3.9829 1.2972 -0.7791 -0.1176 0.1906
C 5.4914 -9.5684 -4.9331 0.2552 -0.5850 0.1511
O 5.2355 -8.2036 -4.6696 0.4688 -1.5706 0.0595
C 6.1826 -7.3085 -5.1492 -1.5378 2.3695 -1.4299
C 5.6071 -5.9242 -4.8137 1.2566 0.7402 1.1349
O 4.4699 -5.4237 -5.4828 -0.2289 -0.5064 -0.0726
C 3.3489 -6.2942 -5.5562 -0.0169 -0.2451 -0.7057
C 2.0693 -5.6065 -6.0513 -0.4571 -2.3182 0.5865
O 1.3619 -4.9683 -5.0389 0.3582 0.9714 -0.2948
C 1.9372 -3.7396 -4.7514 -0.2005 1.5078 1.2094
H 5.6892 -9.8611 -5.9642 -0.5098 0.6324 -0.6010
H 4.6535 -10.1595 -4.5635 -0.0449 0.2060 -0.0176
H 6.3954 -9.9637 -4.4699 0.2196 0.3373 0.7294
H 6.1599 -7.2006 -6.2336 0.3434 -1.0817 -0.6330
H 7.2213 -7.3791 -4.8264 -0.0398 -0.3928 0.4465
H 6.3500 -5.1630 -5.0522 0.3575 -0.1611 -0.0199
H 5.5240 -5.8993 -3.7272 -0.6798 0.1444 0.2433
H 3.1784 -6.8408 -4.6287 -0.2147 0.5149 0.4321
H 3.5945 -7.1095 -6.2366 -0.0705 -0.0326 -0.4925
H 1.3529 -6.4103 -6.2211 0.3767 -0.6128 -0.6438
H 2.1300 -5.0735 -7.0001 0.4264 0.5417 0.1519
H 2.8750 -3.7795 -4.1972 0.0147 -0.4756 0.3034
H 1.2007 -3.1994 -4.1566 0.1662 0.1203 0.1141
H 2.1942 -3.1029 -5.5979 -0.3480 -0.2390 -0.6458
C -0.9385 -0.8606 7.1165 0.1238 -0.3018 -1.6126
O -0.6933 0.4133 7.5999 0.2848 2.1520 0.3559
C -0.6491 1.3515 6.4832 0.0067 0.1297 0.7479
C -0.6308 2.8505 6.8793 0.0713 -1.6987 -0.3618
O 0.6367 3.3247 7.2742 0.0023 0.3240 0.9017
C 1.0246 2.9514 8.5895 1.4915 -0.2902 0.0601
C 2.3229 3.6946 8.9910 0.6441 -0.5180 -1.1038
O 3.5163 3.3547 8.1886 -1.7150 1.0539 -0.1963
C 4.0566 2.0834 8.4621 -0.3576 0.3976 0.4018
H -0.2125 -1.0543 6.3269 0.1988 -0.5260 0.0277
H -1.8899 -0.8633 6.5845 -0.4309 -0.3073 0.1069
H -0.9090 -1.6669 7.8493 0.0659 0.4675 0.2988
H -1.5256 1.1743 5.8600 -0.1223 0.0844 0.0398
H 0.2326 1.1839 5.8646 0.2345 -0.3559 -0.0551
H -1.4327 2.9703 7.6078 0.1238 0.4704 0.3285
H -0.8568 3.3974 5.9639 -0.2034 0.0429 0.0487
H 1.2201 1.8801 8.6367 -0.2595 -0.2128 -0.0524
H 0.2780 3.1807 9.3499 -0.3595 0.1558 -0.0539
H 2.6223 3.5574 10.0301 -0.4434 -0.3883 0.2858
H 2.0890 4.7544 8.8901 0.5674 0.1255 -0.4329
H 4.7707 1.7924 7.6917 -0.0362 0.3158 -0.0746
H 3.2735 1.3257 8.4863 0.0582 -0.2291 0.1884
H 4.5616 2.1918 9.4220 0.1888 -0.6639 0.2543
C 3.5689 -0.8487 -3.7197 0.1132 -0.7283 -0.3431
O 4.6739 -0.9100 -4.6655 -0.5896 0.6372 1.6839
C 5.0320 -2.1943 -5.1085 -0.0255 0.4738 -1.5912
C 6.4485 -2.1662 -5.6781 -0.5764 0.3249 -0.4560
O 6.5771 -1.4665 -6.9377 -0.0624 0.1845 0.7101
C 7.9247 -1.3445 -7.3109 0.6922 0.1572 -0.6640
C 8.0177 -0.9044 -8.7788 -0.2797 0.3644 0.3318
O 9.3611 -0.9769 -9.1950 0.4119 0.9206 -1.6905
C 9.5470 -0.3858 -10.5242 0.3885 -1.1403 0.3400
H 2.6299 -1.1519 -4.1828 -0.0757 0.0654 -0.3069
H 3.3943 0.1222 -3.2560 0.5789 0.2976 -0.6222
H 3.6900 -1.5162 -2.8666 0.4430 -0.3315 -0.0586
H 4.3704 -2.4578 -5.9336 -0.2077 -0.2758 -0.1885
H 4.9517 -3.0182 -4.3994 0.1104 0.2418 0.5454
H 6.7024 -3.1952 -5.9326 0.4426 -0.2000 0.5740
H 7.0709 -1.6719 -4.9321 0.4339 -0.3028 0.0380
H 8.5306 -2.2245 -7.0950 -0.3731 -0.9140 -0.5582
H 8.5475 -0.6415 -6.7577 -0.6112 0.8420 0.5348
H 7.6934 0.1323 -8.8689 -0.2212 0.2677 0.2618
H 7.3504 -1.4519 -9.4444 -0.0004 -0.5369 0.0361
H 9.6062 0.6941 -10.6594 -0.2643 0.3313 1.0580
H 8.7859 -0.7091 -11.2344 -0.2639 -0.3283 0.1712
H 10.5028 -0.7518 -10.8990 -0.0075 -0.1982 0.1771
C -4.6449 4.3815 0.7912 0.0511 -0.0084 0.0104
O -4.7640 3.5243 -0.3581 -0.3483 0.6340 0.9470
C -3.5223 3.1474 -0.9430 -0.4676 -0.0685 -0.1556
C -3.7779 2.1046 -2.0469 0.1929 0.2299 0.9699
O -4.3361 2.6474 -3.2306 0.5256 -0.4284 -0.1211
C -5.7261 2.9977 -3.2550 2.3853 0.7508 -0.8092
C -6.6494 1.8275 -3.3232 -0.9659 -0.1581 0.6030
O -6.4979 0.7513 -4.2291 0.5804 0.0918 -0.1937
C -6.3601 1.1521 -5.5798 0.1258 0.1104 0.4970
H -3.8445 5.1195 0.7365 0.0170 0.1614 -0.5914
H -4.4432 3.9061 1.7511 0.1524 -0.9440 -0.1526
H -5.5858 4.8967 0.9847 -0.1210 0.0659 -0.5455
H -2.8742 2.7854 -0.1448 0.2829 -0.4210 -0.1606
H -3.0544 4.0234 -1.3922 0.1574 0.1866 -0.0999
H -4.3400 1.2710 -1.6257 -0.5605 0.0167 0.0147
H -2.8230 1.6330 -2.2788 0.1027 0.3609 -0.4308
H -5.7636 3.6471 -4.1296 -0.2841 -0.2028 -0.3732
H -5.8675 3.7004 -2.4339 -0.8842 -0.5142 0.3973
H -7.6094 2.2792 -3.5731 -0.5796 0.0360 0.5761
H -6.6212 1.3668 -2.3357 -0.5203 -0.1200 -0.0082
H -5.3880 1.6365 -5.6721 0.0845 -0.0519 -0.5304
H -7.1423 1.8506 -5.8769 -0.1930 0.2539 0.0493
H -6.4721 0.2719 -6.2130 0.3186 0.0031 0.1033
C -9.7743 5.7700 3.6988 0.4372 -0.5432 -0.4643
O -9.9915 7.1435 3.7279 0.0110 1.4109 0.9708
C -9.2976 7.8441 4.7605 0.7529 -0.3377 -0.5852
C -7.8447 8.2184 4.3673 1.2229 -0.4132 -0.1118
O -7.0598 7.0690 3.9931 0.3384 -0.9550 -0.4131
C -5.6310 7.2217 3.6972 -0.7388 -1.2830 -0.0516
C -4.8042 5.9565 4.1574 0.0586 0.6047 0.2130
O -3.5893 5.8408 3.3969 -0.2258 0.4334 0.4040
C -2.7039 4.8002 3.8496 -1.0928 -0.5279 -0.9503
H -10.5004 5.4047 2.9725 0.3249 -0.3460 -0.0742
H -9.9373 5.2516 4.6437 -0.2279 0.1775 0.3496
H -8.7332 5.6006 3.4241 -0.1916 -0.4303 -0.2581
H -9.2711 7.2771 5.6910 -0.2157 -0.2252 0.0872
H -9.8845 8.7526 4.8957 0.2848 0.1397 0.2120
H -7.1731 8.5861 5.1431 -0.9887 0.9459 0.7891
H -7.9034 8.9781 3.5878 0.1725 -0.1015 -0.4340
H -5.2302 8.1164 4.1736 0.0069 0.1473 -0.2181
H -5.5523 7.2085 2.6101 0.2476 0.6186 -0.0669
H -5.4083 5.0524 4.0826 -0.1750 -0.1212 -0.2755
H -4.5527 6.0627 5.2126 0.0486 0.0438 0.1804
H -1.9100 4.6550 3.1170 0.2515 0.7506 0.1464
H -3.2381 3.8562 3.7418 -0.2240 -0.2730 0.5423
H -2.3419 4.8950 4.8734 -0.0305 0.3217 -0.0645
C 4.6448 -1.5948 5.0421 0.0903 -0.0975 -0.3016
O 4.3656 -0.4058 4.3524 0.0004 0.6185 0.2936
C 3.0496 -0.3393 3.7520 0.7631 0.0073 0.7364
C 3.0445 0.8569 2.7979 0.8068 0.3436 0.1285
O 3.6796 2.0300 3.3924 -2.2072 -1.1147 0.9552
C 2.8776 2.5023 4.5116 1.4482 0.0575 -0.2124
C 3.3408 3.9031 4.9205 -0.2845 -1.0933 -0.7855
O 3.5277 4.6359 3.7303 -0.7944 2.1503 0.1257
C 3.0752 6.0232 3.8062 0.3328 -1.5196 0.5442
H 4.6727 -2.4020 4.3101 -0.4521 -0.5346 0.2413
H 3.9984 -1.7791 5.9002 -0.6585 -0.1890 -0.1979
H 5.6326 -1.6069 5.5028 0.3301 0.6936 -0.3024
H 2.2840 -0.1932 4.5140 -0.0422 -0.0363 0.4065
H 2.8752 -1.3305 3.3336 -0.3516 0.1940 -0.7233
H 2.0469 1.1247 2.4497 -0.3212 -0.1907 0.3324
H 3.5716 0.5698 1.8881 0.5002 0.3774 0.1410
H 3.0147 1.9053 5.4133 0.1552 -0.5475 0.0985
H 1.7988 2.5125 4.3562 -0.1481 -0.0774 -0.7188
H 4.2590 3.8343 5.5039 0.2042 0.1843 -0.0160
H 2.5358 4.2234 5.5820 -0.0057 0.6998 0.0588
H 1.9972 6.1132 3.9401 -0.3876 -0.3673 -0.1841
H 3.3411 6.5458 2.8874 0.2933 -0.1806 0.1674
H 3.4775 6.4752 4.7128 0.4549 0.3720 -0.1395
C 5.7414 -2.9174 1.7047 -0.4487 -0.4531 -0.7509
O 5.1520 -1.8872 0.9131 0.1939 1.1077 1.4658
C 4.3745 -2.1609 -0.2447 0.8990 -0.8565 1.1948
C 3.3358 -3.2949 -0.0815 1.6127 0.7444 -1.4185
O 4.0616 -4.5261 -0.1265 -0.8584 -0.7279 -0.2805
C 3.1829 -5.6291 -0.3295 0.5427 -0.9406 0.0532
C 3.9243 -6.9891 -0.4969 -0.1623 1.4785 0.5903
O 4.7716 -6.9352 -1.6151 0.5360 0.3335 -0.0984
C 5.8402 -7.8730 -1.5600 -1.3133 -0.3749 0.0113
H 6.2306 -2.5198 2.5939 -0.4444 0.5810 -0.0852
H 6.5298 -3.4800 1.2047 0.1201 0.0438 -0.6320
H 5.0072 -3.6731 1.9838 -0.1455 0.0851 0.2462
H 5.1650 -2.3288 -0.9761 -0.4686 -1.1003 -0.7981
H 3.9181 -1.2507 -0.6339 -0.3361 0.2698 0.8592
H 2.7756 -3.1051 -0.9970 -0.6802 -0.7426 -0.1722
H 2.6514 -3.2614 0.7662 0.1865 0.3749 0.1812
H 2.5230 -5.4847 -1.1850 0.1312 0.2581 -0.3835
H 2.5125 -5.7702 0.5183 -0.0984 0.1191 0.4036
H 3.1655 -7.7715 -0.5109 -0.3005 -0.2375 -0.6844
H 4.4651 -7.2384 0.4160 0.4990 0.3412 0.1847
H 6.3436 -7.8508 -0.5935 0.1553 0.1178 0.0510
H 6.5429 -7.7461 -2.3836 -0.1958 0.3418 0.0969
H 5.3332 -8.8296 -1.6866 0.5315 -0.6177 0.0485